# C3H9N3O2

An isolated molecule of C3H9N3O2 (ωB97M-V with the def2-TZVPD basis set, the OMol25 dataset).

For the largest force on an atom, the calculation gives 1.98 eV Å⁻¹. The calculation puts the HOMO energy at -8.75 eV. The total energy comes out at -11818.7709 eV. The calculation puts the energy above the lowest of the compared OMol25 structures with the same formula, charge and spin at 510.2 kJ/mol. The gap between HOMO and LUMO is 0.35281 hartree.

Element x y z (Å)
N  0.68421  1.28393  -0.94052
N  0.35598  -0.32710  0.76996
C  1.15928  2.36749  -0.07433
H  2.00531  2.87513  -0.51766
H  0.15718  1.60834  -1.74389
H  -1.27456  -1.24787  1.03130
O  -1.68231  -1.29576  -0.68034
N  -1.17085  -0.06847  -1.11462
H  0.36441  3.12081  0.14257
H  -2.58905  -1.33022  -1.01159
O  -0.67072  -0.73421  1.62426
C  -0.12715  0.27115  -0.39422
H  1.47800  1.90758  0.87766
H  2.17076  -0.94039  -0.04282
C  1.40507  -1.33255  0.62403
H  1.83193  -1.56106  1.60122
H  0.97176  -2.24762  0.17515